# 1
Density functional theory data (wB97M-V/def2-TZVPD) for C15H20CdN2O as an isolated structure in a non-equilibrium geometry.

Structure (XYZ):
```
39
Properties=species:S:1:pos:R:3:forces:R:3
H -1.8984 4.1333 -0.2000 0.2 -2.9 0.1
N -1.4860 -1.8482 0.0147 -4.8 2.9 -1.9
H 2.5370 0.2431 0.0607 1.3 1.1 1.6
H 1.7372 2.8791 -1.2517 0.8 0.3 2.3
C -2.6681 -2.6006 -0.5271 -0.2 2.1 -0.1
H -2.2852 -4.6816 -1.5633 -0.8 0.9 2.1
H 2.6285 0.8250 1.8786 1.4 -0.1 -1.8
H 0.5645 4.1443 1.1721 0.6 -2.6 -0.4
C -0.4184 0.5887 0.4555 -2.2 1.1 -1.0
H -1.4468 -5.8945 0.6510 0.3 2.3 -0.2
C -1.8056 2.9493 -0.1572 1.1 -3.9 0.4
C 0.9139 3.0289 0.9342 -1.4 0.8 0.1
C -3.0704 1.9953 -0.6783 2.3 -0.9 1.0
C -1.3145 -4.7332 0.4986 0.2 -1.6 -2.1
H 2.4513 4.2892 -0.1981 -0.9 -2.5 0.0
C 3.4919 2.3070 0.2322 0.8 -0.4 -1.1
H -4.8457 -2.5680 -1.5643 2.0 1.9 1.1
C -1.6715 -0.3604 -0.0777 -0.5 0.1 -0.1
C 2.1256 3.1410 -0.1659 0.8 0.7 0.0
C -2.5702 -4.2631 -0.5006 1.2 1.2 1.3
C -0.4208 2.2276 0.4168 -3.0 -1.1 -1.4
H 0.5285 0.0507 0.8864 -2.0 1.1 -0.9
C -3.9870 -1.8636 -1.1312 1.3 1.7 0.6
C 3.2127 0.8120 0.8606 -0.2 0.0 -1.0
H 4.2217 0.1834 0.9048 -2.3 1.5 0.2
Cd -2.0457 -3.5073 3.2158 -0.3 0.6 0.6
O 0.0146 -4.5411 -0.1366 -1.4 1.5 2.7
H -3.5414 -4.7256 -0.0397 1.7 1.0 -1.3
H 4.2152 2.9718 0.9088 -1.9 -1.6 -1.2
H -1.3638 -4.2403 1.5587 0.3 -0.6 -1.9
H 3.5402 1.5318 -1.9354 1.7 1.2 1.4
C 4.3194 2.0434 -1.1966 -0.8 -0.6 0.1
N -4.2325 -0.3816 -1.1971 5.9 -3.7 2.5
H 4.7166 3.0405 -1.6788 -0.7 -2.1 1.0
H 0.5136 -3.8180 0.3845 -1.2 -1.6 -1.4
C -3.0265 0.3304 -0.6533 0.7 1.0 0.1
H -4.0562 2.5287 -1.0854 2.3 -1.3 0.9
H 1.2476 2.5405 1.9439 -0.6 0.9 -2.0
H 5.1747 1.2420 -1.0395 -1.6 2.0 -0.3
```
Forces are in eV/Å.

Results
- orbital gap (eV) = 2.7
- relative energy (zero: lowest compared OMol25 entry of this formula, charge and spin) (kcal per mole) = 317.7
- total charge = +2

=====

# 2
Density functional theory data (wB97M-V/def2-TZVPD) for C14H49Cd3N3O11 as an isolated structure in a non-equilibrium geometry.

Structure (XYZ):
```
80
Properties=species:S:1:pos:R:3:forces:R:3
H 1.3945 -1.0137 -6.4185 0.0 0.2 -0.2
H -1.3944 1.3424 -11.3631 0.9 -0.9 -0.4
H -0.0031 -1.9291 12.3511 0.0 0.0 -0.1
H -6.5349 -1.3736 2.5546 0.1 0.0 0.2
H 0.6270 3.9688 -12.2501 -0.1 0.4 0.0
O -2.8225 2.0883 0.3895 4.0 -2.0 -1.2
Cd -4.1914 5.6744 3.1783 0.3 0.1 0.1
Cd -5.6769 0.7894 -1.3230 0.5 -0.1 0.3
H 0.0280 -0.0203 7.2353 -0.3 0.4 0.4
C 4.9131 -0.8821 1.9034 0.6 -0.8 0.2
O -2.3149 3.9978 6.1179 -0.2 0.1 -0.5
C 3.9316 -3.7101 1.5226 -0.2 -1.9 -0.7
H -0.7047 8.1051 1.4261 0.0 0.3 -0.2
H -1.0732 2.4378 -0.5933 -0.2 -0.6 -1.5
H -1.7823 -1.7342 9.0050 0.6 -0.5 1.5
H -3.0711 -0.9291 7.5535 -0.2 0.2 -0.4
H -0.6262 2.8635 -12.7430 0.0 0.0 0.1
C 5.1782 -3.2928 2.3258 0.4 1.7 -0.5
C -0.9462 0.1786 9.9937 -0.1 -0.8 0.7
H -2.0683 2.1755 -10.3368 -0.3 0.7 1.1
H -7.6610 -1.8474 1.6604 -0.3 -0.2 0.0
O 0.5860 2.9224 -8.3532 0.5 -1.0 1.1
H -4.2821 -1.8325 -7.8075 -0.3 -0.1 -0.1
C -1.5205 -0.6965 8.7984 1.6 0.0 -1.9
H -0.2424 0.1040 -0.8517 0.2 1.1 -0.5
H 2.4642 -1.8489 -5.7478 0.3 -0.1 0.1
H 4.2227 -5.8084 1.9463 0.1 -0.1 0.6
H -0.0990 7.0847 2.3662 0.3 0.0 0.1
O -0.0259 -0.4969 10.9222 -2.1 0.4 -1.8
H -1.8055 0.5666 10.5407 -0.3 -0.3 0.4
O 0.5944 -5.8537 -2.7923 -0.3 0.4 -0.2
Cd -1.6489 -3.4545 -4.8449 0.3 0.0 -0.3
H 4.6341 -2.8129 -0.0585 0.5 0.0 -0.9
H 1.8473 4.2748 -7.3852 -0.1 0.2 -0.1
H -1.5934 -1.2100 12.1537 -0.2 0.3 -0.2
H 0.5824 -6.7804 -2.5529 -0.1 -0.4 0.0
O -6.9894 -1.1697 1.7372 0.2 0.3 -0.4
C 0.0794 3.6973 -9.4023 0.2 -1.2 -0.7
H 4.5722 -0.7057 2.9236 0.1 0.0 0.2
C -0.4951 -0.8918 7.6288 0.2 -0.4 0.4
H -0.9810 -2.3780 10.9597 -0.1 0.0 -0.3
H -1.1097 4.2758 -11.8034 0.1 0.1 0.0
C -1.2654 0.1942 -0.4864 -2.0 -4.4 -4.1
H -0.8619 1.8643 0.9556 0.0 -1.2 0.5
C -1.4929 1.6935 0.0834 -4.2 4.3 2.3
H 5.9413 -4.0496 2.1443 0.1 0.1 0.6
H 4.0280 -0.9421 1.2701 -0.1 -0.1 -0.3
H 3.1401 -3.0156 1.8044 0.0 0.5 -1.1
O -2.1765 -0.3128 -1.4723 2.8 2.4 3.6
H 1.3032 -5.4797 -2.2689 0.3 0.1 0.1
H -0.9206 -1.3945 6.7603 -0.5 0.0 0.0
O -3.4070 -1.6276 -7.4782 0.3 -0.1 0.6
H -1.4648 4.2032 6.5068 0.2 0.2 0.1
C -0.0481 2.7567 -10.6340 -1.3 -0.7 0.4
C -0.7096 -1.5489 11.6132 0.9 0.2 0.5
O 5.7211 -2.0721 1.8145 -0.5 -0.1 0.2
H 0.8323 2.1317 -10.7834 0.3 0.3 0.3
H 2.6546 -5.4943 1.3645 -0.1 0.4 -0.3
H 2.9382 -4.9652 2.9774 0.5 -0.3 0.2
C 1.0267 3.5886 -7.1760 -0.4 0.5 0.0
H 1.3600 2.9401 -6.3657 0.1 -0.8 -0.7
C -0.3228 3.5338 -11.9388 0.3 -0.1 0.0
H -1.2208 -0.4685 0.3779 -1.1 0.4 0.8
O 1.5353 -1.8521 -5.9787 -0.6 -0.2 0.2
H -2.5753 3.1745 6.5312 -0.1 -0.2 0.2
C 3.4248 -5.0684 2.0075 0.0 -0.1 -0.4
H 0.1949 4.1064 -6.6985 -0.2 0.5 -0.3
H 0.2931 -1.5764 7.9421 0.1 0.1 0.3
N 4.3829 -3.7781 0.1004 -1.6 1.1 1.9
H -2.9646 -1.2092 -8.2168 0.2 0.1 -0.2
N -1.1625 1.7486 -10.4679 0.2 1.3 -0.4
H -0.9044 4.0740 -9.1224 -0.2 0.4 -0.1
H 0.7861 4.4925 -9.6398 -0.2 0.4 -0.1
H 5.2150 -4.3493 0.0606 0.2 -0.2 -0.3
H 4.8568 -3.1246 3.3537 0.2 -0.4 0.4
N -2.7840 -0.2555 8.2491 0.2 0.5 0.6
H -0.4876 1.0955 9.6235 0.6 -0.4 -0.3
H -3.4716 -0.2566 8.9889 -0.4 0.3 0.1
O -0.9384 7.4377 2.0712 -0.4 -0.4 0.1
H 5.5533 -0.0691 1.5609 -0.1 -0.1 0.1
```
Forces are in eV/Å.

Results
- orbital gap (eV) = 1.4
- total charge = +4

=====

# 3
Density functional theory data (wB97M-V/def2-TZVPD) for C6H15N3O as an isolated structure in a non-equilibrium geometry.

Structure (XYZ):
```
25
Properties=species:S:1:pos:R:3:forces:R:3
H -2.3515 -1.3049 0.6324 -0.2 0.0 -0.1
H 0.4846 -1.7984 1.2873 0.1 0.1 -0.1
O -3.1508 1.6375 -0.0963 0.4 -0.3 0.5
C 0.1007 0.0185 0.4485 4.1 0.9 -1.5
H 3.7683 -0.3419 -0.8190 0.0 -0.1 0.1
H 2.1161 1.4225 0.0882 0.1 0.0 0.2
H 0.0474 -1.8477 -0.3312 0.0 0.1 0.0
H 1.7737 0.9171 -1.5431 -0.7 -0.2 -0.1
H -0.4680 1.7160 -0.7312 0.3 -0.1 -0.1
C 1.8241 0.5640 -0.5141 -0.5 -0.7 1.9
N -2.9833 -0.5872 0.3040 0.4 0.0 0.2
H -0.7827 0.5352 2.3278 -0.1 -0.1 0.1
H -0.5034 0.4511 -2.6773 -0.1 -0.1 0.0
H -1.5963 -0.5431 -1.9519 0.2 0.1 0.0
H 2.9319 -0.8844 0.6397 0.0 -0.1 0.0
N -0.0533 -1.3634 0.5521 -0.2 -0.4 0.0
N -0.6808 -0.1163 -1.8595 0.2 -0.1 -0.5
C -0.5563 0.6372 -0.6631 -5.5 0.2 1.9
H 2.4128 -1.4495 -0.9673 0.0 -0.1 0.1
H 0.1936 1.8107 1.6255 0.1 0.0 0.0
C 0.1321 0.7354 1.7716 0.1 0.0 -0.5
H 0.9929 0.4008 2.3530 0.0 0.0 0.1
C 2.7862 -0.5914 -0.4019 0.0 0.1 -0.1
C -2.4536 0.6576 0.0780 0.9 0.5 -2.3
H -3.9845 -0.6756 0.4476 0.3 0.1 0.1
```
Forces are in eV/Å.

Results
- orbital gap (eV) = 7.9
- relative energy (zero: lowest compared OMol25 entry of this formula, charge and spin) (kcal per mole) = 67.8

=====

# 4
Density functional theory data (wB97M-V/def2-TZVPD) for one molecule with the formula C2H4F2NO5PS2 in a non-equilibrium geometry.

Structure (XYZ):
```
17
Properties=species:S:1:pos:R:3:forces:R:3
C 0.2024 1.5461 -2.0306 -2.7 7.5 -0.6
H -0.7780 -0.0010 2.5839 1.2 -0.7 0.3
H -1.1094 -0.3184 -2.0602 1.2 1.4 1.7
O -1.0925 -2.8126 -1.2816 1.4 4.8 4.6
C -0.6167 0.3666 -1.2154 -1.0 -0.3 -2.3
O -0.4575 2.7309 -2.1608 5.1 -8.9 0.7
P 0.9042 0.2257 1.0756 4.8 0.5 4.0
H 0.7442 2.2134 2.0737 0.1 -0.4 -1.4
S -0.5197 -2.0719 -0.0111 1.2 -9.7 -2.2
O 0.1693 -0.3386 2.5710 -1.1 2.1 -3.7
O 0.8050 1.9636 1.1024 -1.5 -2.9 0.7
H -1.5279 0.8338 -0.6282 2.3 -0.5 -1.2
F -1.8818 -1.9056 1.0638 2.7 0.6 -2.0
F 1.5773 1.4349 -2.5694 -4.6 -0.3 2.0
N 0.2585 -0.5511 -0.3921 -2.5 0.9 1.5
S 2.8309 -0.2125 1.2557 -2.4 0.3 -0.6
O 0.4917 -3.1033 0.6232 -4.0 5.7 -1.4
```
Forces are in eV/Å.

Results
- orbital gap (eV) = 7.4
- structure (SMILES) = O=C(F)CN(P(O)(O)=S)S(=O)(=O)F

=====

# 5
Density functional theory data (wB97M-V/def2-TZVPD) for C17H12BF6N9O4S7W as an isolated structure in a non-equilibrium geometry.

Structure (XYZ):
```
57
Properties=species:S:1:pos:R:3:forces:R:3
O 1.5576 -1.5967 -1.3081 0.2 -0.4 -0.1
S -5.6543 1.5537 -1.5769 0.0 0.0 0.1
C 2.2433 -1.4059 2.0471 -0.1 0.0 0.0
S -1.6163 -3.4579 -0.7778 0.1 0.0 -0.3
F -2.4017 -3.1517 -3.2593 0.0 0.0 0.1
C -1.5546 2.3576 1.9289 0.0 0.1 0.0
S -8.2887 1.7166 -0.2192 0.5 -0.1 0.0
C 0.5410 1.4468 -2.3360 0.2 0.2 0.0
C 4.9188 1.8079 2.5044 0.0 0.1 0.0
N 0.5097 1.7435 1.6882 0.2 0.1 0.1
H 2.3070 2.0662 -3.5129 0.0 0.0 0.0
F 1.1492 -3.9664 -3.7262 0.0 0.1 0.0
C -0.8148 3.0815 2.8467 0.0 0.0 0.0
N 3.0100 1.5836 1.5781 0.0 0.3 -0.2
H -0.6215 -2.8906 1.6525 0.0 0.0 0.0
H 5.1926 3.9675 1.9729 0.0 0.0 0.0
N 1.6040 1.2158 -0.4537 0.1 0.0 0.0
C 2.5043 1.5937 -1.3598 -0.1 0.0 0.0
N 1.4892 -0.4994 1.4136 0.4 -0.2 0.0
C 3.3827 2.8833 1.3664 0.0 -0.1 0.0
C 4.6051 3.0662 1.9478 0.0 0.0 0.0
C 1.8651 1.7598 -2.5815 -0.1 0.0 0.0
C 0.2572 -2.2694 1.6830 0.2 -0.1 0.1
H 5.8006 1.5214 3.0541 0.0 0.0 0.0
N 0.3899 1.1127 -1.0428 0.0 -0.2 -0.3
C -4.3490 0.4243 0.4522 0.2 -0.3 0.6
N -0.7476 1.5440 1.2266 -0.1 -0.5 0.1
F -3.9893 -3.6486 -1.8679 0.0 0.0 0.1
F -2.5893 -5.1694 -2.5065 0.1 0.0 0.1
H 1.3955 2.9451 3.1708 0.0 0.0 0.0
W -1.1066 -0.0727 -0.1577 -2.5 0.5 -0.9
H -1.1723 3.8125 3.5497 0.0 0.0 0.0
H 3.5389 1.7309 -1.0935 0.0 0.0 0.1
C -6.7167 1.3069 -0.2160 -0.6 0.1 -0.1
N 0.2597 -1.0306 1.1614 -0.1 0.0 0.0
S -3.0912 -0.2338 1.3969 0.4 0.5 -1.0
C -2.7355 -3.8960 -2.2075 0.1 0.2 0.0
H -0.2981 1.4538 -3.0105 0.0 -0.1 0.0
H 3.2449 -1.1484 2.3435 0.0 0.0 0.0
B 1.7302 0.9818 1.0799 -0.1 0.0 0.1
S 0.4240 -2.1248 -1.9987 0.7 0.1 0.1
F 0.2130 -2.2209 -4.6110 0.0 -0.1 0.0
O -2.0779 -2.0990 -0.4034 0.3 0.4 0.2
N -0.1535 -3.4271 -1.3478 -0.3 -0.1 -0.1
C 0.4898 2.6525 2.6660 -0.1 0.1 0.0
S -5.9396 0.5281 1.1437 0.1 0.0 0.0
N 3.9637 0.9308 2.2805 0.0 -0.2 0.1
O -0.6263 -1.1201 -2.2532 -0.2 0.5 0.5
C 1.4901 -2.5526 2.2393 -0.1 0.0 0.0
H 1.7859 -3.4648 2.7259 0.0 0.0 0.0
O -1.7929 -4.4530 0.2116 0.0 -0.2 0.1
H -2.6115 2.3960 1.7331 0.0 0.0 0.0
S -2.7468 0.9817 -1.6840 0.7 -0.7 1.5
H 2.7482 3.5684 0.8260 0.0 0.0 0.0
C 1.0549 -2.6522 -3.6836 -0.2 0.0 0.0
F 2.2402 -2.1010 -3.8640 -0.1 0.0 0.0
C -4.2105 0.9188 -0.8313 0.2 0.2 -0.6
```
Forces are in eV/Å.

Results
- orbital gap (spin up / spin down) (eV) = 5.1 / 5.1
- relative energy (zero: lowest compared OMol25 entry of this formula, charge and spin) (kcal per mole) = 22.5
- 2S+1 = 2
- <S²> = 0.771
- total charge = +1